9
Properties=species:S:1:pos:R:3:forces:R:3:nbo_charge:R:1 method="wB97M-V/def2-TZVPD" molar_mass_g_mol=46.07 charge=0 homo_ev=-9.96 relative_energy_ev=1.4852 smiles="C=C.O" e_tot_ev=-4216.9822 gap_ev=11.0 e_lumo_ev=1.014
O -2.172 -0.116 -0.232 1.8 1.1 -2.1 -0.9512
C 1.091 0.549 -0.128 1.9 -3.2 -2.9 -0.4123
C 1.041 -0.660 0.415 0.8 -1.3 -5.2 -0.3207
H 1.521 0.608 -1.183 -1.2 0.1 1.3 0.1920
H 0.918 -0.941 1.368 -0.7 -0.4 3.5 0.1796
H -2.883 0.044 0.359 -1.0 0.7 0.6 0.4705
H 1.185 1.377 0.429 -0.3 3.1 2.0 0.1812
H 1.210 -1.584 -0.284 -0.4 1.8 1.3 0.1797
H -1.909 0.723 -0.745 -1.0 -1.9 1.6 0.4812